Entry 1:
Entry from OMol25: C36H30AlBr3N4O2Se as an isolated structure (ωB97M-V/def2-TZVPD).

Geometry (Å):
Al (-1.295, 2.063, -0.316)
O (2.748, 4.226, -2.495)
C (2.117, 5.360, -2.032)
C (2.686, 6.611, -2.101)
C (1.993, 7.706, -1.637)
C (0.743, 7.532, -1.050)
C (0.215, 6.262, -0.934)
C (0.894, 5.162, -1.422)
C (0.356, 3.776, -1.284)
O (-0.901, 3.717, -0.787)
N (1.285, 3.034, -0.335)
N (0.662, 2.150, 0.478)
C (1.362, 1.517, 1.352)
C (0.816, 0.784, 2.472)
Br (-1.005, 1.205, 2.823)
C (1.454, -0.023, 3.311)
C (2.782, -0.634, 3.291)
C (3.556, -0.848, 2.154)
C (4.790, -1.432, 2.267)
C (5.295, -1.814, 3.521)
C (4.528, -1.607, 4.642)
C (3.271, -1.044, 4.532)
H (3.533, 4.457, -3.014)
H (3.641, 6.751, -2.570)
H (2.414, 8.677, -1.786)
H (0.161, 8.395, -0.726)
H (-0.751, 6.075, -0.456)
H (0.404, 3.322, -2.279)
H (2.175, 2.771, -0.712)
H (2.447, 1.648, 1.348)
H (0.881, -0.324, 4.189)
H (3.150, -0.613, 1.172)
H (5.361, -1.641, 1.374)
H (6.277, -2.236, 3.619)
H (4.916, -1.880, 5.615)
H (2.662, -0.893, 5.409)
Br (-0.677, -0.402, -6.505)
C (-0.972, 0.172, -4.680)
C (-2.147, 0.683, -4.207)
C (-2.189, 1.084, -2.860)
C (-1.088, 0.999, -1.987)
C (0.062, 0.435, -2.535)
C (0.119, 0.041, -3.854)
H (-3.032, 0.748, -4.823)
H (-3.137, 1.444, -2.474)
H (0.933, 0.243, -1.936)
H (1.025, -0.368, -4.261)
C (1.284, -4.700, -1.297)
N (0.214, -4.761, -0.306)
C (-0.240, -3.696, 0.403)
Se (0.381, -1.999, 0.392)
N (-1.233, -4.159, 1.184)
C (-1.451, -5.509, 0.987)
C (-2.352, -6.363, 1.546)
C (-2.270, -7.691, 1.115)
C (-1.370, -8.084, 0.149)
C (-0.496, -7.200, -0.438)
C (-0.524, -5.903, 0.037)
H (1.619, -3.678, -1.365)
H (0.931, -5.076, -2.246)
H (2.158, -5.290, -0.941)
H (-1.718, -3.526, 1.801)
H (-3.057, -6.061, 2.303)
H (-2.911, -8.464, 1.506)
H (-1.371, -9.119, -0.180)
H (0.160, -7.521, -1.229)
Br (-7.577, 0.904, 1.559)
C (-5.766, 1.194, 1.064)
C (-4.935, 0.136, 0.748)
C (-3.625, 0.431, 0.406)
C (-3.112, 1.737, 0.392)
C (-3.997, 2.750, 0.770)
C (-5.314, 2.503, 1.133)
H (-5.345, -0.873, 0.749)
H (-2.995, -0.387, 0.076)
H (-3.653, 3.780, 0.741)
H (-5.956, 3.333, 1.431)

frontier orbital gap: 7.19 eV
relative energy (zero: lowest compared OMol25 entry of this formula, charge and spin): 0.0 kcal per mole
highest occupied orbital energy: -7.73 eV
net charge: 0



Entry 2:
Entry from OMol25: a 3-piece molecular cluster, C48H49BCl2F2N5O6S overall (ωB97M-V/def2-TZVPD).

Geometry (Å):
C (0.770, 2.828, -3.639)
N (-0.623, 2.567, -4.147)
C (-1.256, 1.661, -3.145)
C (-1.933, 2.425, -1.900)
C (-3.103, 3.437, -2.112)
C (-3.718, 4.138, -0.864)
C (-4.867, 5.192, -1.132)
C (-6.320, 4.820, -1.623)
C (-7.275, 6.006, -1.843)
N (-7.075, 7.403, -1.712)
C (-5.785, 7.794, -1.266)
C (-4.705, 6.741, -0.973)
C (-3.275, 3.877, 0.610)
C (-3.926, 4.570, 1.906)
O (-3.314, 5.527, 2.470)
O (-5.137, 4.085, 2.332)
C (-2.132, 2.855, 0.823)
C (-1.480, 2.172, -0.444)
C (-0.267, 1.154, -0.123)
O (0.804, 1.221, -0.774)
C (-0.552, 0.156, 1.099)
C (-1.204, 0.841, 2.359)
C (-1.542, 0.058, 3.664)
C (-2.195, 0.722, 4.967)
C (-1.147, 1.482, 5.920)
C (0.342, 0.879, 5.905)
C (1.236, 1.622, 4.796)
C (2.825, 1.588, 5.098)
C (3.542, 1.646, 3.635)
C (5.134, 1.880, 3.716)
S (5.968, 0.676, 2.531)
C (6.132, 1.462, 0.878)
N (6.223, 2.850, 0.492)
N (6.355, 2.937, -0.857)
C (6.354, 1.616, -1.464)
O (6.211, 0.742, -0.351)
C (-1.207, -1.471, 3.634)
C (-0.587, -2.168, 2.362)
B (-0.345, -3.787, 2.553)
O (-1.223, -4.759, 1.887)
N (0.710, -4.376, 3.441)
C (0.277, -4.468, 4.869)
C (2.048, -3.737, 3.274)
C (-0.222, -1.381, 1.054)
C (0.391, -2.072, -0.241)
Cl (1.996, -2.933, 0.037)
C (-0.696, -2.978, -1.080)
C (-2.210, -2.727, -0.631)
Cl (-0.232, -4.782, -1.121)
C (-1.555, 2.419, 2.269)
O (-1.364, 3.223, 3.210)
H (1.298, 1.819, -3.504)
H (1.335, 3.402, -4.449)
H (0.688, 3.413, -2.660)
H (-1.173, 3.435, -4.222)
H (-2.127, 1.133, -3.687)
H (-0.559, 0.801, -2.816)
H (-3.463, 3.626, -3.179)
H (-6.626, 3.723, -1.785)
H (-8.340, 5.702, -2.171)
H (-5.543, 8.907, -1.109)
H (-3.679, 7.125, -0.621)
H (-2.934, 1.524, 4.584)
H (-2.767, -0.092, 5.530)
H (-1.539, 1.356, 7.003)
H (-1.197, 2.613, 5.717)
H (0.814, 1.124, 6.932)
H (0.353, -0.253, 5.757)
H (0.883, 2.695, 4.596)
H (1.097, 1.029, 3.812)
H (3.180, 2.490, 5.711)
H (3.081, 0.586, 5.583)
H (3.367, 0.650, 3.094)
H (3.103, 2.494, 2.988)
H (5.531, 1.745, 4.777)
H (5.369, 2.928, 3.297)
H (6.466, 1.342, -2.559)
H (-1.470, -2.091, 4.569)
H (-1.961, -4.954, 2.510)
H (-0.880, -4.481, 4.866)
H (0.579, -5.522, 5.240)
H (0.691, -3.639, 5.538)
H (2.033, -2.616, 3.056)
H (2.595, -3.855, 4.290)
H (2.672, -4.335, 2.524)
H (0.645, -1.208, -0.968)
H (-0.635, -2.650, -2.188)
H (-2.515, -3.226, 0.346)
H (-2.462, -1.598, -0.579)
H (-2.876, -3.140, -1.477)
F (-2.088, -0.745, -4.332)
C (-1.918, -1.220, -5.576)
C (-2.603, -0.633, -6.628)
C (-2.423, -1.122, -7.918)
C (-1.569, -2.200, -8.139)
C (-0.890, -2.785, -7.074)
C (-1.061, -2.289, -5.786)
H (-3.270, 0.200, -6.436)
H (-2.948, -0.665, -8.750)
H (-1.432, -2.583, -9.145)
H (-0.228, -3.626, -7.247)
H (-0.533, -2.726, -4.946)
F (3.118, -4.323, -4.710)
C (3.768, -4.960, -3.723)
C (3.160, -5.097, -2.485)
C (3.831, -5.762, -1.464)
C (5.107, -6.274, -1.690)
C (5.710, -6.126, -2.936)
C (5.035, -5.471, -3.960)
H (2.172, -4.685, -2.322)
H (3.361, -5.882, -0.494)
H (5.632, -6.789, -0.891)
H (6.706, -6.521, -3.109)
H (5.485, -5.354, -4.939)

frontier orbital gap: 5.97 eV
highest occupied orbital energy: -4.99 eV
net charge: -1



Entry 3:
Entry from OMol25: C26H22FeN6O2 as an isolated structure (ωB97M-V/def2-TZVPD).

Geometry (Å):
Fe (-0.228, 0.029, -0.121)
O (2.299, -1.102, 2.780)
C (1.454, -0.973, 1.912)
N (1.319, 0.020, 1.016)
C (1.775, 1.337, 1.411)
C (0.532, 2.166, 1.557)
C (0.497, 3.457, 2.066)
C (-0.712, 4.108, 2.162)
C (-1.873, 3.464, 1.741)
C (-1.767, 2.202, 1.213)
N (-0.589, 1.555, 1.138)
C (0.247, -1.868, 1.893)
C (0.171, -3.097, 2.512)
C (-1.073, -3.691, 2.635)
C (-2.194, -3.012, 2.170)
C (-2.024, -1.800, 1.535)
N (-0.819, -1.238, 1.376)
H (2.449, 1.798, 0.688)
H (2.299, 1.259, 2.366)
H (1.418, 3.928, 2.384)
H (-0.761, 5.116, 2.555)
H (-2.840, 3.942, 1.802)
H (-2.634, 1.675, 0.835)
H (1.075, -3.537, 2.910)
H (-1.180, -4.654, 3.116)
H (-3.191, -3.411, 2.300)
H (-2.875, -1.239, 1.165)
C (2.037, -0.577, -3.641)
C (1.289, -0.872, -2.390)
N (1.097, -0.038, -1.469)
N (1.386, 1.340, -1.626)
C (0.219, 1.931, -1.642)
O (-0.919, 1.274, -1.528)
C (0.256, 3.412, -1.751)
C (1.434, 4.105, -2.014)
C (1.407, 5.485, -2.125)
C (0.208, 6.177, -1.983)
C (-0.967, 5.488, -1.727)
C (-0.943, 4.104, -1.616)
C (0.440, -2.090, -2.177)
C (0.556, -3.240, -2.920)
C (-0.459, -4.188, -2.842)
C (-1.556, -3.918, -2.053)
C (-1.573, -2.748, -1.304)
N (-0.577, -1.865, -1.320)
H (2.804, 0.167, -3.442)
H (2.494, -1.470, -4.065)
H (1.344, -0.167, -4.379)
H (2.360, 3.559, -2.126)
H (2.322, 6.025, -2.334)
H (0.191, 7.255, -2.086)
H (-1.902, 6.025, -1.624)
H (-1.854, 3.550, -1.437)
H (1.410, -3.388, -3.565)
H (-0.402, -5.102, -3.418)
H (-2.403, -4.589, -2.013)
H (-2.422, -2.521, -0.680)

multiplicity: 2
frontier orbital gap (spin up / spin down): 7.79 / 8.09 eV
relative energy (zero: lowest compared OMol25 entry of this formula, charge and spin): 27.2 kcal per mole
highest occupied orbital energy (spin up / spin down): -11.25 / -11.32 eV
net charge: +1
⟨S²⟩: 0.907



The F_max results, record by record, are as follows: 1.35 7.20 2.65 eV/Å.